{
  "formula": "C4H14N3",
  "method": "ωB97M-V/def2-TZVPD",
  "homo_ev": -14.83,
  "lumo_ha": -0.111,
  "total_charge": 1,
  "relative_energy_kcal_mol": 12.7,
  "fmax_ev_per_a": 1.7,
  "elements": ["C", "C", "N", "N", "N", "H", "H", "H", "H", "H", "H", "H", "H", "C", "C", "H", "H", "H", "H", "H", "H"],
  "xyz": [[0.176, 1.713, 1.260], [1.450, 0.149, -0.234], [0.458, 0.418, 0.588], [2.015, 1.075, -1.010], [1.872, -1.117, -0.342], [-0.312, -0.218, 0.719], [2.043, 2.049, -0.732], [2.816, 0.824, -1.570], [1.397, -1.872, 0.128], [2.427, -1.401, -1.134], [-0.880, 1.714, 1.478], [0.460, 2.553, 0.637], [0.719, 1.742, 2.198], [-2.667, -1.739, 0.263], [-2.704, -0.420, -0.515], [-3.512, -1.823, 0.937], [-2.649, -2.569, -0.426], [-1.818, -1.763, 0.945], [-3.670, 0.034, -0.747], [-2.037, 0.349, -0.129], [-2.348, -0.538, -1.544]],
  "mulliken_charge": [-0.91, 0.74, -0.07, -0.38, -0.37, 0.10, 0.22, 0.23, 0.23, 0.21, 0.26, 0.41, 0.31, -0.81, -0.55, 0.29, 0.25, 0.27, 0.36, -0.06, 0.28]
}

***

{
  "formula": "C4H14N3",
  "method": "ωB97M-V/def2-TZVPD",
  "homo_ev": -13.44,
  "lumo_ha": -0.101,
  "total_charge": 1,
  "relative_energy_kcal_mol": 20.1,
  "fmax_ev_per_a": 1.9,
  "elements": ["C", "N", "C", "N", "H", "H", "H", "H", "H", "H", "H", "C", "N", "C", "H", "H", "H", "H", "H", "H", "H"],
  "xyz": [[-2.016, -0.348, 1.081], [-0.742, -0.914, 0.595], [-0.434, -2.170, 0.705], [0.629, -2.758, 0.173], [-2.434, 0.128, 0.220], [-1.952, 0.354, 1.933], [-2.679, -1.179, 1.333], [-0.051, -0.266, 0.063], [-1.185, -2.840, 1.146], [1.390, -2.213, -0.279], [0.836, -3.701, 0.465], [0.363, 1.528, -1.880], [0.922, 0.870, -0.689], [1.181, 1.759, 0.470], [-0.630, 1.919, -1.700], [1.008, 2.404, -2.119], [0.344, 0.848, -2.756], [1.824, 0.461, -1.011], [1.988, 2.501, 0.277], [1.380, 1.279, 1.439], [0.257, 2.338, 0.533]],
  "mulliken_charge": [-0.88, -0.01, 0.28, -0.30, 0.33, 0.29, 0.35, 0.34, 0.31, 0.22, 0.26, -0.99, -0.52, -0.97, 0.32, 0.36, 0.33, 0.27, 0.35, 0.30, 0.38]
}

***

{
  "formula": "C4H14N3",
  "method": "ωB97M-V/def2-TZVPD",
  "homo_ev": [-18.21, -18.10],
  "lumo_ha": [-0.255, -0.524],
  "total_charge": 2,
  "multiplicity": 2,
  "relative_energy_kcal_mol": 95.8,
  "fmax_ev_per_a": 4.5,
  "elements": ["C", "C", "H", "H", "H", "H", "H", "H", "C", "C", "N", "N", "N", "H", "H", "H", "H", "H", "H", "H", "H"],
  "xyz": [[2.023, -0.158, -1.410], [1.194, -1.414, -1.366], [3.106, -0.407, -1.226], [1.988, -0.110, -2.547], [1.577, 0.770, -1.296], [0.056, -1.290, -1.276], [1.750, -1.937, -0.534], [1.535, -2.077, -2.247], [-2.393, 0.078, -0.127], [-0.477, 0.735, 1.387], [-1.527, -0.154, 1.105], [-0.792, 1.978, 1.676], [0.736, 0.138, 1.608], [-1.440, -1.212, 1.150], [-1.865, 2.136, 1.527], [-0.206, 2.753, 1.805], [0.888, -0.805, 1.168], [1.640, 0.696, 1.991], [-2.108, -0.636, -0.909], [-2.262, 1.020, -0.613], [-3.423, -0.105, 0.135]],
  "mulliken_charge": [-0.49, -0.72, 0.37, 0.39, 0.37, 0.14, 0.42, 0.48, -0.97, 0.61, -0.32, -0.31, -0.42, 0.36, 0.33, 0.23, 0.18, 0.31, 0.30, 0.44, 0.33]
}

***

{
  "formula": "C4H14N3O",
  "method": "ωB97M-V/def2-TZVPD",
  "homo_ev": [-3.61, -8.39],
  "lumo_ha": [0.027, 0.026],
  "multiplicity": 2,
  "relative_energy_kcal_mol": 24.0,
  "fmax_ev_per_a": 2.1,
  "elements": ["C", "C", "C", "N", "N", "N", "H", "H", "H", "H", "H", "H", "H", "H", "H", "H", "C", "O", "H", "H", "H", "H"],
  "xyz": [[1.416, -0.351, 0.145], [2.221, -1.290, 1.100], [-0.894, -0.333, 1.168], [0.012, -0.608, 0.145], [-0.548, 0.201, 2.425], [-2.233, -0.682, 0.947], [1.589, 0.668, 0.543], [1.833, -0.338, -0.856], [2.005, -1.088, 2.142], [3.267, -1.340, 0.799], [-0.332, -1.057, -0.667], [0.443, 0.154, 2.588], [-0.940, 1.129, 2.572], [-2.478, -0.999, 0.032], [-2.881, -0.505, 1.684], [1.841, -2.286, 0.866], [0.055, 2.007, -2.704], [-0.251, 0.614, -2.697], [-0.930, 0.445, -3.352], [-0.816, 2.609, -2.941], [0.458, 2.237, -1.712], [0.925, 2.198, -3.345]],
  "mulliken_charge": [-0.79, -1.07, 0.31, -0.11, -0.55, -0.40, 0.31, 0.42, 0.29, 0.37, 0.18, 0.21, 0.17, 0.15, 0.19, 0.31, -0.56, -0.48, 0.28, 0.31, 0.18, 0.25]
}